[1]
29
Properties=species:S:1:pos:R:3:forces:R:3 method="wB97M-V/def2-TZVPD" homo_energy_ev=-8.977
C -1.146 0.198 -2.219 -0.5419 -0.3014 -3.7488
C -0.689 -1.136 -2.642 -1.6106 -0.4909 -0.8444
C -1.303 0.494 -0.975 1.6210 1.3697 2.4319
C -0.876 -2.145 -1.743 0.0890 1.5862 -1.3765
C -0.680 -0.480 -0.074 -1.5264 -1.1052 1.6080
C -1.426 -1.789 -0.433 1.1257 -0.0201 1.1446
C 0.434 -0.366 0.678 -0.5085 -0.8727 -0.6156
C 2.527 0.509 1.558 -0.2621 2.1651 -0.4277
C 0.397 1.862 1.713 1.5089 0.5398 1.1042
C 1.393 1.614 -0.453 0.3404 1.9313 0.1882
C 1.252 0.885 0.820 -2.1593 2.3584 1.4372
N -2.862 -2.297 -0.322 1.8129 0.2172 0.1415
O -1.874 -2.442 2.117 0.2050 -0.2506 -0.0684
S -1.736 -3.073 0.795 -0.2403 0.4595 -0.1642
H -1.437 0.919 -3.009 0.3050 -0.5342 0.4854
H -0.642 -1.183 -3.774 0.7117 -0.7720 1.6291
H -1.443 1.508 -0.691 -0.6694 0.5730 0.3724
H -0.790 -3.180 -1.846 0.3284 -1.5002 -1.1498
H 0.936 -1.222 1.169 -1.0099 0.1285 -0.2631
H 2.043 0.196 2.434 0.5103 -1.2588 1.7327
H 3.238 1.324 1.816 -0.7239 -0.1897 -0.3567
H 3.055 -0.214 1.007 0.7065 -1.3200 -0.3546
H 0.438 1.364 2.693 -0.8199 0.6410 0.1193
H 0.839 2.918 1.831 -0.1515 -1.6072 -0.2449
H -0.609 2.046 1.341 -0.0750 -0.5022 0.0921
H 1.631 0.804 -1.056 0.5205 -0.5704 -2.7454
H 2.180 2.350 -0.343 0.7330 -0.1443 -0.1948
H 0.549 2.284 -0.720 0.2190 -1.1856 -0.1904
H -3.398 -1.745 0.327 -0.4387 0.6559 0.2589

---

[2]
166
Properties=species:S:1:pos:R:3:forces:R:3 method="wB97M-V/def2-TZVPD" homo_energy_ev=-8.521 smiles=COC[C@H](C)N.COC[C@H](C)N.COC[C@H](C)N.COC[C@H](C)N.COC[C@H](C)N.COC[C@H](C)N.CC(C)O.CC(C)O.OCCO.OCCO.OCCO.OCCO
C -3.910 0.055 3.832 -0.9365 0.1250 -0.1460
O -5.301 0.007 3.466 0.4601 -0.6005 0.1713
C -5.962 -1.251 3.512 -1.1316 1.1307 0.3939
C -7.494 -1.011 3.131 1.5223 -0.8317 -0.3550
C -8.213 0.012 3.921 -0.0710 1.5139 1.0786
N -8.260 -2.231 3.294 0.4233 -1.5685 -0.1694
H -3.782 -0.070 4.907 -0.0491 -0.0513 0.1368
H -3.591 1.058 3.546 0.2062 -0.1076 0.0191
H -3.314 -0.703 3.323 -0.0411 -0.0202 -0.2229
H -5.484 -2.008 2.890 -0.0030 0.0623 -0.5822
H -5.909 -1.659 4.521 -0.1429 -0.0024 0.4559
H -7.523 -0.727 2.078 0.0165 -0.0433 -0.1605
H -7.839 1.027 3.787 0.1447 -0.0300 -0.1749
H -8.139 -0.183 4.991 0.0770 -0.1956 0.1762
H -9.280 0.024 3.700 0.1030 -0.1687 -0.2629
H -7.963 -2.694 4.141 -0.3828 0.5165 1.1989
H -7.881 -2.969 2.718 -0.1319 0.0415 -1.2634
C -1.046 -5.504 -1.070 -0.7048 -0.6277 2.0199
O -0.786 -4.609 -2.065 -0.2076 1.1520 -1.6953
C -1.862 -4.219 -2.934 1.1945 -0.1481 -1.5007
C -1.184 -3.709 -4.215 -0.9075 -1.5049 -0.0896
C -0.622 -2.310 -4.143 0.4065 -0.9575 -0.3586
N -2.152 -3.675 -5.295 -1.3751 0.9131 -1.2270
H -2.019 -5.290 -0.627 -0.0152 0.0210 0.5164
H -0.252 -5.438 -0.326 -0.0848 0.5250 0.2744
H -1.042 -6.582 -1.233 -0.1112 -0.2237 -1.2797
H -2.479 -5.052 -3.268 -0.0784 -0.3791 0.5282
H -2.512 -3.390 -2.656 0.0702 -0.1766 1.0793
H -0.504 -4.481 -4.575 1.0635 0.1986 0.9332
H -1.449 -1.601 -4.097 0.1546 0.0702 0.0457
H -0.143 -2.298 -5.122 0.4206 1.1011 0.0947
H 0.101 -2.186 -3.336 0.0106 0.0975 -0.1053
H -1.678 -3.509 -6.172 0.1707 0.4504 -0.0403
H -2.727 -4.470 -5.534 0.1159 -0.4988 0.8900
C -3.626 -1.341 -1.305 -0.4991 0.2736 0.4580
O -4.683 -0.420 -1.009 0.6439 -1.8010 -1.8114
C -4.553 0.314 0.157 -1.6117 1.0532 -1.2217
C -5.825 1.270 0.138 1.7229 -0.5506 0.1806
C -5.753 2.319 -0.983 -0.0202 -0.6194 0.1193
N -5.847 1.901 1.437 -0.7028 0.5417 -0.2310
H -2.679 -0.845 -1.519 0.1157 0.2845 -0.0091
H -3.875 -1.978 -2.154 -0.4154 0.4308 -0.0949
H -3.469 -2.026 -0.473 0.0844 -0.0877 0.3706
H -4.611 -0.347 1.022 0.2984 0.1202 0.3522
H -3.651 0.920 0.081 0.3728 0.1359 0.5930
H -6.667 0.587 0.030 -0.2583 0.2072 -0.1185
H -5.621 1.849 -1.958 -0.0183 -0.0801 0.0264
H -4.896 2.971 -0.820 0.1134 0.0835 0.1013
H -6.644 2.946 -1.025 -0.0471 -0.0943 0.1780
H -5.805 1.158 2.121 0.0460 0.2402 0.3909
H -4.979 2.414 1.497 0.1372 0.3205 0.3900
C 6.300 0.730 -0.374 0.5118 0.4508 -0.6267
O 5.231 -0.015 -0.844 -1.2053 -0.4229 -0.2309
C 5.546 -1.238 -1.512 -0.7258 0.9416 1.2324
C 4.277 -2.146 -1.519 0.9378 0.5663 1.5299
C 4.095 -3.008 -0.219 0.2621 1.0058 -0.3066
N 4.444 -2.973 -2.671 -0.0803 -0.7337 -0.6752
H 7.089 0.856 -1.114 0.2593 -0.2677 -0.3851
H 6.763 0.272 0.500 -0.0535 0.2122 0.3605
H 5.936 1.750 -0.243 -0.0292 -0.1102 0.7080
H 5.873 -0.973 -2.517 -0.0432 -0.3737 -0.3011
H 6.387 -1.651 -0.954 0.1235 -0.7036 -0.1204
H 3.414 -1.488 -1.626 -0.0354 0.0845 -0.1069
H 3.145 -3.541 -0.239 0.0212 -0.1200 -0.1663
H 4.085 -2.418 0.698 -0.0516 0.2791 -0.0322
H 4.921 -3.711 -0.106 0.0100 -0.1718 -0.1963
H 3.830 -3.767 -2.568 -0.2950 -0.2219 -0.3106
H 5.364 -3.372 -2.550 0.3462 -0.3305 -0.4092
C 1.426 1.142 -1.721 -0.5781 -0.2140 0.9675
O 0.563 0.769 -0.632 0.3822 -0.7400 0.2838
C 0.838 -0.524 -0.030 -0.3931 0.7595 -0.7856
C -0.288 -0.899 0.931 -0.7479 0.5976 0.7396
C -0.369 0.056 2.189 -0.5433 0.4161 -1.1682
N -0.217 -2.261 1.385 0.6692 -0.9616 1.0115
H 2.420 1.365 -1.335 0.1999 0.0177 -0.1732
H 0.968 2.028 -2.161 0.1971 -0.0072 0.1156
H 1.480 0.366 -2.484 0.0478 -0.2560 -0.0131
H 0.933 -1.264 -0.825 -0.3712 -0.2819 -0.2863
H 1.803 -0.595 0.471 0.3035 0.5384 0.3705
H -1.255 -0.915 0.427 0.0064 0.9267 -0.3422
H -1.196 -0.118 2.877 0.1482 -0.9203 0.0181
H -0.666 1.055 1.870 0.4287 0.2142 -0.4367
H 0.552 0.179 2.757 0.1807 -0.3207 -0.1203
H -0.242 -3.005 0.702 -0.2674 0.3111 -0.6691
H 0.652 -2.411 1.877 0.2689 0.0009 0.2958
C 2.997 2.326 1.582 0.5382 1.9947 -0.0966
O 3.906 2.200 2.688 -0.5997 -1.6617 -1.7339
C 4.363 0.856 2.811 0.6116 0.5919 2.9403
C 5.013 0.882 4.265 0.1388 -0.1459 -1.4322
C 6.166 1.845 4.328 0.1192 2.1106 -0.4314
N 5.572 -0.387 4.680 -0.6416 -1.0636 0.3865
H 2.771 3.390 1.661 -0.7442 -0.0545 -0.1891
H 2.094 1.721 1.510 -0.0216 -0.2961 0.9245
H 3.433 2.247 0.586 0.7716 -0.3948 0.0249
H 3.529 0.160 2.725 -0.1186 -0.1297 0.1723
H 5.152 0.528 2.134 0.0165 0.3924 -0.5236
H 4.289 1.162 5.029 -0.3742 0.0304 -0.3368
H 6.962 1.651 3.609 0.1946 -0.7266 0.1655
H 6.540 1.909 5.349 0.3068 -0.2624 -0.0303
H 5.945 2.881 4.068 -0.6063 0.1299 0.0788
H 6.015 -0.142 5.554 0.1640 -0.5923 0.3400
H 6.333 -0.678 4.082 0.1149 0.0616 -0.3046
C 6.094 1.530 -5.007 0.5494 0.1717 1.2500
C 4.798 1.432 -4.194 0.5463 1.1573 -1.6882
C 4.140 2.817 -3.985 0.5230 -0.0374 0.5349
O 3.935 0.627 -5.012 -0.8661 -0.0085 0.8786
H 6.452 0.505 -5.104 0.1134 -0.0674 -0.5541
H 6.850 1.999 -4.377 0.1617 0.2675 -0.0295
H 6.057 2.073 -5.951 -0.3552 -0.2397 0.0156
H 5.091 0.944 -3.265 -0.6409 -0.0395 0.2589
H 4.808 3.505 -3.468 0.5437 -0.2985 0.1567
H 3.278 2.832 -3.318 -0.3220 -0.3963 -0.3563
H 3.939 3.366 -4.905 -0.3624 -0.5372 -0.2331
H 4.390 -0.164 -5.312 0.1456 -0.0880 0.1115
C -1.806 5.096 -3.652 0.2047 -0.3436 1.3632
C -0.998 4.772 -2.346 -1.0859 -0.1287 -0.6463
C -1.358 3.431 -1.785 -1.6068 -0.4641 0.3607
O 0.327 4.734 -2.608 3.2767 0.6156 -0.1992
H -1.484 6.002 -4.165 -0.2371 0.2633 0.4608
H -2.853 5.071 -3.347 -0.2127 0.3970 -0.5224
H -1.633 4.302 -4.379 -0.0488 -0.2972 0.1797
H -1.030 5.498 -1.534 -0.8840 0.4982 -0.2477
H -0.657 3.146 -1.000 0.0462 -0.2506 -0.3222
H -1.476 2.705 -2.590 0.6905 -0.3363 -0.0653
H -2.357 3.395 -1.352 -0.2098 0.2839 0.2917
H 0.556 4.044 -3.235 -0.1084 0.0656 -0.5438
O -2.623 -5.202 2.400 -0.1492 -0.0406 -0.6290
C -3.186 -3.936 2.656 -1.2199 0.1444 1.7047
C -2.652 -3.428 3.989 -0.0102 0.8376 -0.1729
O -1.323 -3.071 3.857 1.1902 -0.2531 0.8572
H -3.032 -5.763 3.063 0.2242 -0.3845 -0.0533
H -3.107 -3.251 1.812 0.6677 -0.0767 0.0323
H -4.257 -3.997 2.851 -0.5137 -0.3689 -0.3953
H -2.764 -4.162 4.787 0.1099 -0.5771 -0.1963
H -3.167 -2.565 4.411 -0.7254 0.1927 -0.3860
H -1.199 -2.768 2.954 0.5225 0.3230 -0.7859
O 0.916 -1.368 5.090 0.5413 0.8606 0.5128
C 1.803 -2.431 5.390 0.1441 0.4308 -1.5483
C 2.783 -2.681 4.200 -0.9455 -0.3155 1.1142
O 2.057 -3.006 3.015 0.2344 0.1967 0.0205
H 0.603 -1.446 4.185 -0.1284 -0.3644 -0.0548
H 2.420 -2.167 6.249 -0.2887 0.0291 0.1779
H 1.139 -3.273 5.588 0.5032 -0.6467 0.1578
H 3.410 -3.535 4.455 0.3981 0.1139 0.0805
H 3.382 -1.787 4.022 -0.0244 -0.1624 -0.0401
H 1.575 -3.807 3.231 -0.2771 -0.2193 -0.1083
O -1.574 3.604 2.933 -0.1135 -1.4125 1.2122
C -0.962 3.980 1.765 -1.3255 2.9420 -2.0109
C -0.824 5.546 1.813 1.5592 -0.5979 0.1071
O 0.341 5.845 2.618 -0.3267 0.0106 -0.3576
H -0.917 3.639 3.632 0.0348 0.0236 0.2437
H -0.122 3.407 1.373 0.7013 0.2170 0.7850
H -1.672 3.842 0.949 -0.5107 -0.2481 0.1077
H -1.668 6.059 2.274 -0.4841 -0.6959 0.1085
H -0.714 6.028 0.841 0.1960 -0.3965 -0.4102
H 0.491 6.785 2.491 0.2699 0.0776 0.2569
O 0.809 3.480 -5.001 0.4532 0.1264 0.4940
C 0.594 2.088 -5.061 0.8395 -0.5524 -2.0658
C 0.990 1.612 -6.525 -0.0594 -0.4082 1.0135
O 2.361 1.747 -6.875 -1.0632 0.9390 -0.0480
H 0.406 3.854 -5.788 0.0193 0.2596 -0.0238
H 1.243 1.557 -4.364 0.0299 0.3647 0.1340
H -0.448 1.898 -4.803 -0.1521 -0.5121 -0.2220
H 0.392 2.204 -7.219 0.0304 -0.0545 -0.2397
H 0.769 0.552 -6.653 -0.6697 -0.1058 0.0975
H 2.866 1.379 -6.145 0.5554 -0.2726 0.2982

---

[3]
20
Properties=species:S:1:pos:R:3:forces:R:3 method="wB97M-V/def2-TZVPD" homo_energy_ev=-14.436 smiles=C[N+](C)(C)c1ncn[nH]1 total_charge=+1
C -1.176 1.321 0.601 -2.5870 -1.6738 2.6260
N 0.069 0.534 0.358 0.4018 0.6413 2.6324
C 1.308 1.269 -0.058 -1.1710 1.6865 0.7654
C 0.403 -0.188 1.716 0.4944 0.6834 -0.7775
C -0.190 -0.460 -0.584 -0.9487 -2.9361 -3.4887
N -1.323 -0.705 -1.198 -1.0670 0.2923 1.2137
C -1.151 -1.883 -1.912 0.9117 2.4994 0.0172
N 0.085 -2.218 -1.865 1.7309 -1.5645 -0.5035
N 0.733 -1.347 -1.081 1.0285 -1.4148 0.7369
H -1.153 2.079 1.390 1.0357 -0.2244 -0.1538
H -1.568 1.745 -0.251 -0.3323 0.8541 -2.1684
H -2.060 0.598 0.962 2.3137 1.1996 -0.8651
H 1.649 1.935 0.731 0.0258 -0.3534 0.2594
H 1.998 0.543 -0.339 1.3640 -0.9432 -0.2203
H 1.095 1.897 -0.888 -0.3949 0.3583 -0.9120
H 0.034 0.419 2.540 0.3934 0.1916 -0.1468
H -0.176 -1.081 1.682 -0.1883 -0.8557 0.1585
H 1.499 -0.360 1.723 -0.8749 -0.0065 0.2210
H -1.749 -2.334 -2.683 -0.7937 0.1142 0.4783
H 1.673 -1.763 -0.841 -1.3422 1.4516 0.1275

---

[4]
114
Properties=species:S:1:pos:R:3:forces:R:3 method="wB97M-V/def2-TZVPD" homo_energy_ev=-9.425 smiles=CC(C)O.CC(C)O.CC(C)O.CC(C)O.CC(C)O.CC(C)O.CC(C)O.CC(C)O.CCO.CCO
C -0.782 -0.255 -5.523 -0.4267 0.1531 0.4828
C 0.436 -1.155 -5.503 -0.3194 0.3677 -1.2072
C 0.328 -2.113 -4.386 -0.1227 -0.6476 0.8743
O 0.642 -1.952 -6.680 -0.3162 0.1420 -0.0919
H -0.796 0.284 -4.564 0.0533 0.0701 -0.2679
H -1.697 -0.847 -5.519 -0.0653 -0.1057 -0.2630
H -0.834 0.486 -6.319 0.1811 -0.0727 -0.1635
H 1.312 -0.526 -5.381 0.3509 0.1701 0.2236
H 0.097 -1.560 -3.466 0.6943 -0.2872 0.0800
H 1.242 -2.706 -4.395 0.0223 0.0147 0.6993
H -0.504 -2.818 -4.471 -0.0374 0.1213 -0.4877
H 0.733 -1.390 -7.457 -0.0321 0.0619 0.1573
C -1.240 2.012 4.245 -0.0809 0.0563 0.4244
C -0.159 2.983 3.819 0.3380 -0.5542 -0.5751
C 0.182 3.988 4.859 -0.0763 0.8578 0.8232
O 1.067 2.325 3.556 0.3528 -0.4351 -0.0852
H -2.188 2.527 4.414 0.1085 0.1539 0.3886
H -0.859 1.539 5.164 -0.4840 -0.0593 -0.1756
H -1.489 1.255 3.505 0.4457 -0.1230 -0.1585
H -0.448 3.510 2.913 -0.3660 0.2130 -0.3401
H 0.968 4.653 4.489 -0.3331 0.1588 -0.0764
H 0.625 3.525 5.744 -0.2508 -0.2494 0.0015
H -0.719 4.545 5.164 0.4181 0.0595 -0.0792
H 0.897 1.563 2.982 -0.1145 -0.0286 -0.1603
C 1.560 4.455 -2.326 -0.8294 -0.1140 0.2542
C 1.888 5.839 -2.816 0.6651 0.7873 0.0585
C 2.526 6.634 -1.678 0.1949 0.3182 -1.0555
O 2.870 5.805 -3.877 -0.3363 -0.1110 0.2682
H 2.491 3.974 -2.028 -0.1609 -0.3662 -0.1379
H 0.965 3.910 -3.055 0.4977 -0.3951 -0.4739
H 0.857 4.449 -1.481 0.4266 0.3788 0.1629
H 1.005 6.363 -3.169 -0.3044 0.0224 -0.1415
H 1.792 6.821 -0.904 0.2008 -0.4498 0.5577
H 2.907 7.615 -1.957 -0.2922 0.1600 -0.5387
H 3.438 6.101 -1.446 -0.0185 -0.3366 0.9432
H 2.575 5.196 -4.564 -0.0436 0.0689 0.1414
C 3.635 -2.801 0.737 -0.3860 0.5581 -0.9142
C 3.819 -3.936 1.672 0.3041 -0.8255 0.1753
C 5.241 -4.048 2.205 -0.4368 0.4591 0.1760
O 2.878 -3.775 2.732 0.2150 -0.2484 0.7660
H 3.860 -1.854 1.218 0.2175 0.1341 0.1254
H 2.613 -2.710 0.357 -0.0276 -0.2350 0.1693
H 4.270 -2.928 -0.136 0.1807 0.0864 -0.0376
H 3.611 -4.905 1.197 -0.1812 0.1892 -0.2722
H 5.928 -4.150 1.361 0.0626 -0.2302 0.3187
H 5.279 -4.882 2.904 0.3500 -0.3169 -0.1984
H 5.505 -3.164 2.786 0.0492 0.2016 -0.1425
H 3.204 -4.312 3.470 -0.3468 0.2316 -0.1003
C -0.308 -3.514 4.516 -0.6811 -0.0872 -0.3923
C -0.376 -3.355 2.982 -2.3219 -0.9241 -0.2637
C -1.807 -3.006 2.514 0.0033 -0.5580 0.9384
O 0.469 -2.418 2.376 0.9545 -0.2394 0.8432
H -1.026 -4.296 4.760 0.0057 -0.3148 -0.0581
H -0.728 -2.656 5.055 0.5496 0.2306 -0.2147
H 0.641 -3.848 4.940 0.1252 0.3598 -0.2261
H -0.254 -4.331 2.487 0.7238 -0.1035 0.4124
H -2.563 -3.725 2.867 0.4059 0.0782 0.2547
H -1.862 -3.112 1.440 0.0690 0.6316 -0.3755
H -2.092 -2.036 2.913 -0.1152 0.3091 -0.4236
H 1.346 -2.741 2.662 0.2703 0.5014 -0.5260
C -0.115 -5.070 -1.831 0.5103 0.0471 -0.1208
C -1.382 -5.896 -1.676 -0.2387 0.3966 0.2861
C -2.615 -5.176 -2.225 0.7096 0.8771 -0.2261
O -1.244 -7.054 -2.464 0.3076 -1.1435 -0.0289
H -0.125 -4.130 -1.270 -0.3741 0.1163 -0.4055
H 0.036 -4.939 -2.906 -0.0313 0.5024 0.0990
H 0.813 -5.550 -1.489 -0.4859 -0.4576 0.0922
H -1.474 -6.200 -0.632 -0.2908 0.1621 0.1990
H -3.528 -5.749 -2.321 -0.0571 -0.4161 0.4778
H -2.347 -4.918 -3.246 0.0269 0.0635 -0.3124
H -2.808 -4.221 -1.743 -0.1377 0.0530 0.3411
H -1.553 -7.783 -1.916 0.0710 -0.1373 -0.3675
C -3.973 2.867 -0.858 0.1745 -0.1394 0.4143
C -4.345 3.590 0.436 0.2113 -2.1136 0.2658
C -3.554 2.977 1.609 -0.7252 -0.2907 -0.0774
O -4.024 4.906 0.195 0.0116 1.7569 0.2701
H -2.895 2.988 -1.003 -0.0335 -0.1903 0.0383
H -4.445 3.301 -1.733 -0.3087 0.0472 0.0129
H -4.224 1.811 -0.759 0.0538 -0.0313 -0.1965
H -5.403 3.394 0.679 -0.0535 0.5021 -0.3002
H -3.788 1.908 1.683 0.2135 0.0110 -0.2984
H -3.880 3.342 2.592 0.3006 0.4620 -0.2564
H -2.491 3.108 1.434 0.2070 0.0399 0.2513
H -4.082 5.426 1.006 -0.0268 -0.1132 -0.1186
C 0.004 1.673 -0.066 0.0856 -0.6241 0.0269
C -0.400 0.328 0.532 0.5997 -0.3852 0.1724
C 0.118 -0.803 -0.370 0.1613 0.2512 -0.6984
O 0.112 0.240 1.844 0.5139 -0.0043 0.5636
H -0.244 2.560 0.521 -0.2217 -0.2385 0.0614
H -0.465 1.702 -1.044 -0.0398 0.4501 -0.2463
H 1.088 1.653 -0.198 -0.0140 0.1216 -0.0551
H -1.486 0.219 0.623 -0.1482 0.1796 -0.3714
H -0.284 -0.583 -1.361 -0.4049 -0.4932 -0.0761
H -0.112 -1.810 -0.030 -0.5435 0.0634 0.0162
H 1.193 -0.858 -0.588 0.1089 0.6395 0.6375
H 0.198 -0.695 2.122 -0.0624 0.1703 -0.1612
C 4.286 2.510 0.723 -0.6284 -1.8280 -0.8611
C 4.235 3.751 1.511 0.4771 0.8702 0.5559
O 5.619 4.016 1.723 0.6790 0.2680 0.0993
H 4.810 1.742 1.300 0.2561 0.1957 -0.1756
H 4.777 2.658 -0.246 0.1799 0.0559 0.2928
H 3.333 2.030 0.490 -0.3049 0.4334 0.1405
H 3.751 3.631 2.486 -0.3078 -0.0867 -0.2430
H 3.800 4.594 0.963 -0.2674 -0.1407 0.0663
H 5.749 4.702 2.377 -0.1413 0.2110 0.1289
C -3.493 -1.041 -1.891 -0.8526 -0.3029 -0.4365
C -4.878 -1.463 -1.349 0.5941 1.3542 -0.3462
O -5.028 -0.955 -0.015 -0.4303 -0.4429 -0.3838
H -3.521 0.000 -2.245 -0.0480 -0.1477 0.4762
H -3.362 -1.613 -2.813 0.4937 -0.2040 0.1296
H -2.667 -1.156 -1.194 -0.0232 -0.2831 -0.0051
H -5.141 -2.528 -1.428 0.5182 0.1221 0.1859
H -5.547 -0.915 -2.020 -0.4644 -0.2346 0.0896
H -5.970 -1.054 0.178 0.2715 0.1372 0.2815

---

Number 1: E -956.1387 hartree, HOMO-LUMO gap 9.090 eV. Number 2: E -3043.4831 hartree, HOMO-LUMO gap 8.948 eV. Number 3: E -415.8227 hartree, HOMO-LUMO gap 11.510 eV. Number 4: E -1864.7292 hartree, HOMO-LUMO gap 9.842 eV.